w | Here is an isolated molecule of C19H20N2O3S from the OMol25 dataset. Energies are from wB97M-V/def2-TZVPD.

Results
SMILES: Cc1ccccc1OCCSc1nc2ccccc2n1CCC(=O)O
Multiplicity: 1
Charge: 0
LUMO: 0.5377 eV
Kohn-Sham gap: 8.46 eV
E_HOMO: -7.9 eV

Last column: natural (NBO) charge in e.
Atoms and positions in Å:
C (-0.54409, 2.17096, -0.58362)  -0.638
C (0.91418, 2.04199, -0.26271)  -0.084
C (1.47664, 2.79513, 0.75305)  -0.180
C (2.81816, 2.68532, 1.07465)  -0.241
C (3.61419, 1.81031, 0.36301)  -0.200
C (3.07472, 1.04308, -0.65537)  -0.309
C (1.72672, 1.14432, -0.96926)  0.389
O (1.09998, 0.42748, -1.95974)  -0.529
C (1.82767, -0.50414, -2.71907)  -0.075
C (2.08942, -1.81910, -1.98512)  -0.551
S (0.51352, -2.61015, -1.52841)  0.233
C (0.23140, -1.71845, -0.05586)  0.246
N (1.17459, -1.22260, 0.69025)  -0.524
C (0.51994, -0.58036, 1.71057)  0.165
C (1.02832, 0.14486, 2.77973)  -0.222
C (0.12184, 0.70743, 3.65347)  -0.231
C (-1.25497, 0.56005, 3.47880)  -0.219
C (-1.78152, -0.16155, 2.42515)  -0.242
C (-0.87740, -0.72949, 1.54350)  0.088
N (-1.03403, -1.48346, 0.40043)  -0.386
C (-2.24764, -1.90457, -0.24240)  -0.211
C (-2.62466, -0.98292, -1.40809)  -0.536
C (-3.42085, 0.21722, -0.95437)  0.804
O (-3.99771, 0.31894, 0.09410)  -0.604
O (-3.44493, 1.17063, -1.88978)  -0.680
H (-1.12182, 1.49159, 0.04434)  0.219
H (-0.88741, 3.18387, -0.38439)  0.216
H (-0.73141, 1.92456, -1.62551)  0.229
H (0.84526, 3.47737, 1.30377)  0.210
H (3.23528, 3.27876, 1.87408)  0.212
H (4.66396, 1.71254, 0.59722)  0.212
H (3.72188, 0.36518, -1.18942)  0.211
H (2.77937, -0.08046, -3.06682)  0.182
H (1.19755, -0.69906, -3.59367)  0.198
H (2.62181, -1.66698, -1.04768)  0.268
H (2.62077, -2.51547, -2.63112)  0.234
H (2.09231, 0.26242, 2.90329)  0.226
H (0.48242, 1.28187, 4.49401)  0.211
H (-1.92687, 1.02544, 4.18457)  0.212
H (-2.84678, -0.25390, 2.28198)  0.234
H (-3.05061, -1.89875, 0.49903)  0.241
H (-2.10289, -2.92406, -0.61108)  0.218
H (-1.73410, -0.63736, -1.93490)  0.257
H (-3.24420, -1.52477, -2.12563)  0.246
H (-3.96753, 1.93160, -1.59101)  0.500


x | Here is an isolated molecule of C19H20N2O3S from the OMol25 dataset. Energies are from wB97M-V/def2-TZVPD.

Results
SMILES: C[C@@H]1Cc2ccccc2N1S(=O)(=O)c1cccc(C(=O)NC2CC2)c1
Multiplicity: 1
Charge: 0
LUMO: 0.2887 eV
Kohn-Sham gap: 9.24 eV
E_HOMO: -8.9 eV

Last column: natural (NBO) charge in e.
Atoms and positions in Å:
C (3.64553, -3.13083, 0.05510)  -0.608
C (2.65491, -2.48511, -0.90635)  -0.049
C (3.13744, -1.10757, -1.40478)  -0.450
C (2.42885, -0.17229, -0.47291)  -0.038
C (2.61084, 1.17228, -0.23770)  -0.196
C (1.81282, 1.80028, 0.71279)  -0.224
C (0.86758, 1.08124, 1.42499)  -0.233
C (0.67041, -0.27493, 1.18770)  -0.249
C (1.44234, -0.88328, 0.21613)  0.195
N (1.39293, -2.23075, -0.18364)  -0.672
S (0.08939, -2.59533, -1.23006)  2.290
O (0.05738, -4.01860, -1.36042)  -0.928
O (0.22352, -1.81036, -2.42637)  -0.946
C (-1.32937, -2.01437, -0.31537)  -0.264
C (-1.98049, -2.84639, 0.57324)  -0.185
C (-3.04894, -2.34187, 1.30001)  -0.218
C (-3.41766, -1.01465, 1.15676)  -0.137
C (-2.73370, -0.17466, 0.28143)  -0.136
C (-3.13580, 1.26622, 0.19443)  0.657
O (-4.28796, 1.63497, 0.30115)  -0.615
N (-2.09100, 2.10538, 0.01261)  -0.601
C (-2.24239, 3.51885, -0.09081)  -0.063
C (-1.28223, 4.42040, 0.62594)  -0.428
C (-1.23310, 4.30242, -0.87071)  -0.427
C (-1.69552, -0.69411, -0.48377)  -0.185
H (4.57078, -3.36519, -0.46496)  0.213
H (3.85876, -2.45425, 0.88000)  0.209
H (3.22327, -4.04807, 0.45559)  0.225
H (2.43468, -3.17036, -1.72757)  0.229
H (4.22167, -1.01657, -1.35093)  0.224
H (2.81726, -0.92593, -2.43319)  0.243
H (3.36184, 1.72945, -0.77720)  0.218
H (1.94936, 2.85342, 0.90960)  0.217
H (0.28029, 1.57039, 2.18889)  0.221
H (-0.04914, -0.83584, 1.76263)  0.229
H (-1.65146, -3.86885, 0.66711)  0.244
H (-3.58697, -2.98095, 1.98322)  0.226
H (-4.24093, -0.60391, 1.72189)  0.239
H (-1.14846, 1.74316, 0.01243)  0.410
H (-3.28868, 3.78927, -0.13937)  0.247
H (-1.66271, 5.33030, 1.06214)  0.222
H (-0.48694, 3.96233, 1.19346)  0.209
H (-1.57652, 5.13172, -1.46833)  0.222
H (-0.40513, 3.76310, -1.30622)  0.215
H (-1.17678, -0.11017, -1.22858)  0.248


Short version: x is the least stable of them.


w | Here is an isolated ion of composition C5H6NS and charge +1 from the OMol25 dataset. Energies are from wB97M-V/def2-TZVPD.

Results
SMILES: C[C@]12C=[N+]1C=CS2
Multiplicity: 1
Charge: +1
LUMO (spin up / spin down): -6.2573 / -6.2565 eV
Kohn-Sham gap (spin up / spin down): 7.66 / 7.66 eV
E_HOMO (spin up / spin down): -13.9 / -13.9 eV

Last column: natural (NBO) charge in e.
Atoms and positions in Å:
C (0.62290, 1.89621, 0.01528)  -0.687
C (0.62047, 0.41884, 0.00350)  -0.003
C (1.01388, -0.41435, -1.07920)  0.223
N (-0.30377, -0.43274, -0.90054)  -0.213
C (-1.32229, -1.29914, -0.25647)  -0.085
C (-0.95998, -1.39598, 1.03780)  -0.375
S (0.29537, -0.40751, 1.65750)  0.443
H (0.62282, 2.24316, -1.00215)  0.256
H (1.61454, 2.44956, 0.35325)  0.289
H (-0.30698, 2.24661, 0.63934)  0.265
H (1.67885, -1.26464, -1.43103)  0.283
H (-2.01588, -1.99396, -0.79060)  0.293
H (-1.55992, -2.04605, 1.75333)  0.311


x | Here is an isolated ion of composition C5H6NS and charge +1 from the OMol25 dataset. Energies are from wB97M-V/def2-TZVPD.

Results
Multiplicity: 1
Charge: +1
LUMO: -5.5869 eV
Kohn-Sham gap: 6.73 eV
E_HOMO: -12.3 eV

Last column: natural (NBO) charge in e.
Atoms and positions in Å:
C (-1.84091, 0.95457, 0.19061)  -0.151
C (-0.66663, 1.63215, 0.15757)  -0.224
C (-2.62761, -1.32939, -0.27817)  0.440
C (1.26079, -0.31695, 0.16246)  -0.198
C (2.61853, -0.81075, -0.05129)  -0.768
N (-2.11196, -0.31687, -0.05610)  -0.165
S (0.99064, 1.28315, -0.25395)  0.467
H (-2.72739, 1.52270, 0.45634)  0.268
H (-0.75768, 2.69324, 0.35878)  0.257
H (-3.00209, -2.30638, -0.42775)  0.296
H (2.54476, -1.70531, -0.67809)  0.281
H (2.98283, -1.17890, 0.91253)  0.286
H (3.33672, -0.12126, -0.49294)  0.209


Short version: x is the least stable of them.


w | Here is a 2-piece molecular cluster, C10H15ClSi overall from the OMol25 dataset. Energies are from wB97M-V/def2-TZVPD.

Results
Multiplicity: 1
Charge: 0
LUMO (spin up / spin down): -0.2894 / 0.2070 eV
Kohn-Sham gap (spin up / spin down): 8.30 / 7.14 eV
E_HOMO (spin up / spin down): -8.6 / -6.9 eV

Last column: natural (NBO) charge in e.
Atoms and positions in Å:
C (-3.80738, -0.31309, 0.33930)  -0.194
C (-3.43035, 1.04355, 0.49571)  -0.212
C (-2.86279, -1.28647, 0.10510)  -0.228
C (-2.06416, 1.32754, 0.64138)  -0.187
C (-1.53263, -0.96898, 0.10895)  -0.186
C (-1.10255, 0.36329, 0.36981)  -0.545
C (2.97298, -0.59951, -1.09268)  -0.611
C (1.16045, 0.28834, -2.49594)  -0.612
C (1.80850, 0.07738, 3.37445)  -0.554
C (1.45562, -0.38051, -1.18577)  -0.686
Si (0.74695, 0.66266, 0.24442)  1.334
Cl (1.54053, 2.57024, 0.09678)  -0.401
H (-4.90217, -0.51738, 0.28115)  0.215
H (-4.22552, 1.69110, 0.63091)  0.215
H (-3.27057, -2.34786, -0.09867)  0.221
H (-1.61897, 2.38641, 0.88571)  0.222
H (-0.76078, -1.72170, -0.15683)  0.211
H (3.20234, -0.82030, -2.10945)  0.211
H (3.51908, 0.21355, -0.55765)  0.223
H (3.20274, -1.59565, -0.53549)  0.209
H (1.45987, -0.32957, -3.38686)  0.206
H (1.72368, 1.13231, -2.58740)  0.208
H (0.08560, 0.56308, -2.66378)  0.214
H (1.10591, 0.20927, 4.14705)  0.170
H (1.92582, -0.89900, 2.83751)  0.175
H (2.69309, 0.58680, 3.46415)  0.157
H (0.97469, -1.33548, -1.15187)  0.225


x | Here is an isolated molecule of C10H15ClSi from the OMol25 dataset. Energies are from wB97M-V/def2-TZVPD.

Results
SMILES: CC[C@H](C)[Si@@H](Cl)c1ccccc1
Multiplicity: 1
Charge: 0
LUMO: 0.8265 eV
Kohn-Sham gap: 9.92 eV
E_HOMO: -9.1 eV

Last column: natural (NBO) charge in e.
Atoms and positions in Å:
C (-2.64787, -1.91086, -0.18773)  -0.613
C (-1.34197, -1.14399, -0.14833)  -0.447
C (-1.48715, 0.03714, -1.15088)  -0.477
C (-1.37236, -0.36028, -2.67231)  -0.630
Si (-0.21445, 1.76944, -0.63545)  1.288
Cl (-1.22918, 3.14004, 0.40243)  -0.355
C (1.08752, 1.02609, 0.47858)  -0.477
C (2.33802, 0.82103, 0.03712)  -0.203
C (3.37415, 0.39576, 0.93124)  -0.216
C (3.11902, 0.17334, 2.25599)  -0.206
C (1.78338, 0.42093, 2.73043)  -0.220
C (0.81730, 0.86809, 1.88755)  -0.210
H (-2.70085, -2.19277, -1.25832)  0.205
H (-3.47885, -1.22906, -0.08567)  0.204
H (-2.82200, -2.81850, 0.48976)  0.219
H (-0.88802, -0.83081, 0.76660)  0.215
H (-0.40850, -1.64190, -0.47992)  0.204
H (-2.55930, 0.39079, -1.02435)  0.202
H (-0.40567, -0.66057, -3.13192)  0.209
H (-1.98033, -1.28017, -2.87895)  0.199
H (-1.80148, 0.47627, -3.09317)  0.208
H (0.50914, 2.31582, -1.71523)  -0.193
H (2.53858, 1.03532, -1.01678)  0.212
H (4.38456, 0.09281, 0.47815)  0.217
H (3.90167, -0.25074, 2.98718)  0.224
H (1.76502, 0.40972, 3.88351)  0.222
H (-0.28037, 0.94707, 2.15045)  0.222


Short version: w is the least stable of them.


w | Here is C3H6IN3 as an isolated structure from the OMol25 dataset. Energies are from wB97M-V/def2-TZVPD.

Results
Multiplicity: 1
Charge: 0
LUMO: -0.5744 eV
Kohn-Sham gap: 7.72 eV
E_HOMO: -8.3 eV

Last column: natural (NBO) charge in e.
Atoms and positions in Å:
C (0.47218, -0.95518, 2.60098)  -0.381
C (0.72469, -1.05253, 1.29028)  -0.230
C (0.05205, -0.15121, 0.26786)  0.021
N (0.57228, -0.19447, -0.86883)  -0.258
N (-1.42655, 1.03419, -1.78624)  -0.720
N (0.07664, 0.28881, -1.91924)  -0.228
I (1.41533, 1.57988, -2.78194)  0.273
H (0.94041, -1.41226, 3.45885)  0.205
H (-0.29100, -0.28762, 3.15498)  0.194
H (1.25323, -1.92610, 0.83084)  0.227
H (-0.71851, 0.50301, 0.51931)  0.199
H (-1.22807, 1.98040, -2.13593)  0.343
H (-1.84268, 0.59311, -2.63090)  0.355


x | Here is a 2-piece molecular cluster, C3H6IN3 overall from the OMol25 dataset. Energies are from wB97M-V/def2-TZVPD.

Results
Multiplicity: 1
Charge: 0
LUMO: 0.4832 eV
Kohn-Sham gap: 9.35 eV
E_HOMO: -8.9 eV

Last column: natural (NBO) charge in e.
Atoms and positions in Å:
C (-1.02082, -0.16017, -0.40030)  -0.203
C (-1.18802, -0.68709, 0.81837)  -0.327
C (0.21877, -0.37197, -1.21832)  -0.643
N (2.53447, 1.98818, 2.01043)  -0.120
N (1.54800, 1.47094, 2.25061)  0.250
N (0.53275, 0.89911, 2.26400)  -0.529
I (-3.01333, -0.14561, 1.78611)  0.098
H (-1.84490, 0.38199, -0.81512)  0.203
H (-0.42803, -1.34906, 1.19424)  0.215
H (0.86973, 0.43187, -1.23414)  0.222
H (-0.08959, -0.50537, -2.22569)  0.219
H (0.80506, -1.28965, -0.96578)  0.214
H (0.00965, 0.71789, 3.17794)  0.400


Short version: w is the least stable of them.


w | Here is an isolated ion of composition C6H14O and charge +1 from the OMol25 dataset. Energies are from wB97M-V/def2-TZVPD.

Results
Multiplicity: 2
Charge: +1
LUMO (spin up / spin down): -3.3379 / -10.0044 eV
Kohn-Sham gap (spin up / spin down): 12.07 / 5.23 eV
E_HOMO (spin up / spin down): -15.4 / -15.2 eV

Last column: Mulliken spin population.
Atoms and positions in Å:
C (-2.11279, -0.67125, 0.11049)  -0.001
O (-2.38178, 0.56479, 0.83884)  0.603
C (-1.25855, -0.34186, -1.09834)  0.042
C (-0.07829, 0.61175, -0.82815)  0.031
C (0.71881, 0.29303, 0.40216)  0.022
C (1.98597, 1.17955, 0.61662)  0.036
C (1.27821, -1.17996, 0.37145)  0.021
H (-1.62807, -1.37002, 0.83444)  0.059
H (-3.11239, -1.08850, -0.09440)  0.111
H (-2.26776, 1.38382, 0.31286)  -0.016
H (-1.00609, -1.29779, -1.58123)  0.004
H (-1.80652, 0.22753, -1.86404)  0.012
H (-0.23853, 1.68471, -1.00935)  0.000
H (0.64023, 0.45543, -1.67401)  0.017
H (0.15403, 0.27082, 1.38556)  0.042
H (2.62473, 0.67885, 1.34674)  -0.001
H (2.50689, 1.18954, -0.34520)  0.000
H (1.67946, 2.14387, 1.03690)  0.000
H (0.55362, -2.00024, 0.28058)  0.006
H (2.04185, -1.36637, -0.41985)  0.011
H (1.70697, -1.36771, 1.37794)  0.000


x | Here is a 2-piece molecular cluster, C6H14O overall from the OMol25 dataset. Energies are from wB97M-V/def2-TZVPD.

Results
Multiplicity: 2
Charge: +1
LUMO (spin up / spin down): -5.0986 / -9.3111 eV
Kohn-Sham gap (spin up / spin down): 8.27 / 4.03 eV
E_HOMO (spin up / spin down): -13.4 / -13.3 eV

Last column: Mulliken spin population.
Atoms and positions in Å:
C (2.04153, 1.67321, 0.51216)  0.001
O (1.88235, 0.50275, 1.35266)  0.003
C (2.76299, 1.14177, -0.68620)  -0.002
H (1.06302, 2.11365, 0.32017)  0.000
H (2.67654, 2.43560, 0.98598)  0.000
H (1.67280, 0.84504, 2.23385)  0.000
H (2.12547, 0.40271, -1.19325)  0.001
H (3.00741, 1.92824, -1.41492)  0.000
H (3.68228, 0.67756, -0.33402)  0.000
C (-1.06301, -1.27451, 1.35819)  0.058
C (-1.89755, -1.60197, 0.10546)  0.037
C (-2.35166, -0.42790, -0.70620)  0.298
C (-2.10200, -0.30867, -2.04333)  0.462
H (-1.65599, -0.61331, 2.03000)  -0.004
H (-0.70196, -2.12045, 1.95314)  0.003
H (-0.14572, -0.76352, 1.05192)  0.005
H (-2.74636, -2.21653, 0.43333)  0.066
H (-1.30825, -2.21547, -0.59301)  -0.002
H (-2.91639, 0.31473, -0.12840)  0.016
H (-2.56050, 0.50415, -2.62345)  0.030
H (-1.46501, -0.99707, -2.61407)  0.028


Short version: w is the least stable of them.


w | Here is a 2-piece molecular cluster, C2H5BrS overall from the OMol25 dataset. Energies are from wB97M-V/def2-TZVPD.

Results
SMILES: C=CBr.S
Multiplicity: 1
Charge: 0
LUMO: 0.6578 eV
Kohn-Sham gap: 10.28 eV
E_HOMO: -9.6 eV

Last column: natural (NBO) charge in e.
Atoms and positions in Å:
C (1.47011, 1.17754, -0.31621)  -0.397
C (0.63036, 1.31547, 0.67963)  -0.212
Br (1.12285, 0.23117, 2.27922)  -0.016
H (1.65071, 1.81055, -1.14710)  0.213
H (2.14126, 0.34457, -0.37079)  0.209
H (-0.07638, 2.05032, 0.79390)  0.205
S (-1.42913, -2.38288, 0.15292)  -0.315
H (-1.71078, -2.89251, -1.10744)  0.155
H (-1.11622, -1.06704, -0.09577)  0.158


x | Here is C2H5BrS as an isolated structure from the OMol25 dataset. Energies are from wB97M-V/def2-TZVPD.

Results
Multiplicity: 1
Charge: 0
LUMO: 0.4894 eV
Kohn-Sham gap: 9.82 eV
E_HOMO: -9.3 eV

Last column: natural (NBO) charge in e.
Atoms and positions in Å:
C (-0.06304, 0.62229, 0.16550)  -0.668
C (-0.12721, -0.36684, -0.94174)  -0.415
S (0.55740, -2.00469, -0.70092)  0.052
Br (0.29574, 0.25058, -2.70328)  0.044
H (0.72908, 1.30582, -0.23966)  0.218
H (-0.93002, 1.12469, 0.38415)  0.227
H (0.22961, 0.26472, 1.04678)  0.223
H (-1.67352, -0.44552, -1.07671)  0.217
H (1.69170, -1.69919, -0.22080)  0.102


Short version: x is the least stable of them.